i.
This record from the Open Molecules 2025 dataset describes a structure of composition C7H13NO. The level of theory is ωB97M-V/def2-TZVPD.

Highest occupied orbital energy   -0.3356 Ha
LUMO energy   -1.67 eV
Kohn-Sham gap   7.464 eV

Structure (ORCA input):
```
! RIJCOSX wB97M-V def2-TZVPD def2/J DEFGRID3
* xyz 0 1
C -1.1074 -0.0840 -1.7453
C 0.1080 -0.1757 -0.8047
C 1.2608 0.6417 -1.0463
C 1.0230 0.0877 1.4035
C -0.0997 -0.5267 0.6897
C -1.5822 -0.2197 0.9192
C 0.4424 -1.5634 -0.3948
H -0.5302 1.0392 -2.3072
H -2.2826 0.0166 -1.2781
H -1.1251 -1.0328 -2.5360
H 1.8746 -0.0111 -1.6454
H 1.2804 1.7669 -1.2863
H 2.6919 -0.3283 0.0965
H 0.6300 0.9405 2.0232
H 1.5584 -0.6396 2.0992
H -2.2885 -0.7180 0.1927
H -2.1176 -0.5667 1.9813
H -0.2206 1.9215 0.5110
H -0.3921 -2.1616 -0.8004
H 1.3556 -2.0361 -0.4173
N 2.0009 0.5385 0.1466
O -1.8388 1.1351 1.0265
*
```

How positive or negative is each atom? The natural (NBO) charges in e answer that: C -0.6229; C -0.0790; C -0.2899; C -0.2572; C -0.0977; C -0.0689; C -0.4081; H 0.2164; H 0.2546; H 0.2193; H 0.2187; H 0.2160; H 0.3512; H 0.2221; H 0.2158; H 0.1683; H 0.1891; H 0.3100; H 0.2182; H 0.2193; N -0.6150; O -0.5803

---

ii.
This record from the Open Molecules 2025 dataset describes the molecule C7H13NO. The level of theory is ωB97M-V/def2-TZVPD.

SMILES   C[C@@]1(O)C[C@@H]1[C@H]1C[C@H]1N
Highest occupied orbital energy   -0.3230 Ha
LUMO energy   0.85 eV
Kohn-Sham gap   9.637 eV

Structure (ORCA input):
```
! RIJCOSX wB97M-V def2-TZVPD def2/J DEFGRID3
* xyz 0 1
C -2.7136 -0.0014 -0.3946
C -1.2659 0.1834 0.0732
C -0.8406 -0.2214 1.5279
C -0.3109 -0.9939 0.3212
C 1.1101 -1.0989 0.0393
C 1.6317 -0.3914 -1.2153
C 2.1375 -0.0014 0.1785
H -3.2375 1.1122 -0.3407
H -2.6587 -0.5322 -1.4582
H -3.2688 -0.7649 0.2702
H -0.7975 1.3527 -1.4650
H -0.1578 0.5932 1.9698
H -1.6040 -0.5062 2.2489
H -0.8904 -1.8600 0.1423
H 1.6062 -2.0708 0.3299
H 0.9396 0.3964 -1.5959
H 2.2238 -0.8941 -2.0420
H 3.1550 -0.5273 0.3426
H 2.7046 1.8999 0.4413
H 1.1310 1.6141 0.2873
N 1.9461 1.2856 0.7879
O -0.8400 1.4264 -0.4488
*
```

How positive or negative is each atom? The natural (NBO) charges in e answer that: C -0.6456; C 0.2396; C -0.4446; C -0.2573; C -0.2440; C -0.4537; C -0.0309; H 0.2422; H 0.2082; H 0.2174; H 0.4714; H 0.2436; H 0.2176; H 0.2218; H 0.2300; H 0.1915; H 0.2170; H 0.1945; H 0.3564; H 0.3778; N -0.8262; O -0.7265

---

The structure with the greatest stability is ii.

---

i.
This record from the Open Molecules 2025 dataset describes a structure of composition C3H6N4. The level of theory is ωB97M-V/def2-TZVPD.

Highest occupied orbital energy   -0.3325 Ha
LUMO energy   0.57 eV
Kohn-Sham gap   9.616 eV

Structure (ORCA input):
```
! RIJCOSX wB97M-V def2-TZVPD def2/J DEFGRID3
* xyz 0 1
C -1.5727 -1.2940 0.0204
C -0.2513 -0.7543 0.0251
C 1.7109 -0.1591 0.0174
H -1.3035 -2.3068 -0.0820
H -1.9694 -1.0196 1.0691
H -2.2617 -0.9445 -0.7573
H 2.7620 -0.2423 0.3218
H -1.3220 1.8753 0.8982
H -0.4983 2.1624 -0.8675
N 1.0258 -1.2041 -0.2248
N 1.0587 1.0417 0.0352
N -0.1423 0.5394 0.2721
N -1.1892 1.5830 -0.2197
*
```

How positive or negative is each atom? The natural (NBO) charges in e answer that: C -0.6634; C 0.3453; C 0.1669; H 0.2407; H 0.2353; H 0.2504; H 0.1910; H 0.3916; H 0.4065; N -0.4742; N -0.3543; N -0.0659; N -0.6698

---

ii.
This record from the Open Molecules 2025 dataset describes the molecule C3H6N4. The level of theory is ωB97M-V/def2-TZVPD.

SMILES   CCc1nnn[nH]1
Highest occupied orbital energy   -0.3758 Ha
LUMO energy   0.59 eV
Kohn-Sham gap   10.811 eV

Structure (ORCA input):
```
! RIJCOSX wB97M-V def2-TZVPD def2/J DEFGRID3
* xyz 0 1
C -0.0938 -0.3147 -0.2084
C 1.4036 0.0044 -0.0915
C -1.2691 0.7249 0.4765
N 3.4729 -0.4647 0.0697
N 3.3281 0.8396 -0.0424
N 2.2579 -1.0554 0.2235
N 2.0345 1.1125 -0.0502
H -0.1063 -1.4246 0.1577
H -0.5367 -0.0019 -1.0536
H -1.2401 1.4748 -0.2882
H -1.6015 0.9726 1.4414
H -2.0725 0.1763 -0.0303
H 2.0245 -2.0583 0.3131
*
```

How positive or negative is each atom? The natural (NBO) charges in e answer that: C -0.4148; C 0.3319; C -0.5919; N -0.0746; N -0.0513; N -0.3937; N -0.3064; H 0.2034; H 0.2281; H 0.2107; H 0.2244; H 0.1983; H 0.4360

---

iii.
This record from the Open Molecules 2025 dataset describes the molecule C3H6N4. The level of theory is ωB97M-V/def2-TZVPD.

Highest occupied orbital energy (alpha / beta)   -0.3185 / -0.2917 Ha
LUMO energy (alpha / beta)   -0.49 / -0.07 eV
Kohn-Sham gap (alpha / beta)   8.179 / 7.867 eV

Structure (ORCA input):
```
! RIJCOSX wB97M-V def2-TZVPD def2/J DEFGRID3
* xyz 0 1
C -3.2187 -0.1146 -0.1110
C 2.4683 0.8357 0.1566
C -1.4206 0.3452 0.2682
N -0.6200 -0.5996 -0.0371
N 1.3582 -1.5531 -0.5795
N 1.2586 0.6460 0.3571
N 0.6991 -0.5650 -0.0096
H -4.0287 0.3338 0.3749
H -3.5160 -0.9805 -0.5893
H 2.6320 1.9461 0.2486
H 3.1984 0.1186 -0.1004
H -1.1338 1.3575 0.4634
H 2.3231 -1.7701 -0.4420
*
```

How positive or negative is each atom? The natural (NBO) charges in e answer that: C -0.2779; C -0.0946; C 0.0533; N -0.2586; N -0.4655; N -0.2818; N 0.1126; H 0.1455; H 0.1569; H 0.2031; H 0.1719; H 0.1923; H 0.3428

---

iv.
This record from the Open Molecules 2025 dataset describes the molecule C3H6N4. The level of theory is ωB97M-V/def2-TZVPD.

SMILES   C1=NNC=NNC1
Highest occupied orbital energy   -0.2995 Ha
LUMO energy   0.93 eV
Kohn-Sham gap   9.075 eV

Structure (ORCA input):
```
! RIJCOSX wB97M-V def2-TZVPD def2/J DEFGRID3
* xyz 0 1
C -0.4035 -1.3986 0.3034
C -0.3484 1.4591 0.1523
C 1.0443 -1.1760 -0.0223
H -0.6607 -2.4436 0.0685
H -0.5276 -1.2686 1.3921
H -2.2882 -0.9276 -0.2864
H -0.4908 2.4954 0.4455
H 1.6226 1.8797 -0.0276
H 1.6860 -2.0449 -0.0917
N -1.3521 -0.5438 -0.4128
N -1.4330 0.7788 0.0151
N 0.9813 1.1164 -0.0318
N 1.6474 -0.0654 -0.1563
*
```

How positive or negative is each atom? The natural (NBO) charges in e answer that: C -0.3242; C 0.1707; C 0.0284; H 0.2176; H 0.2045; H 0.3627; H 0.1928; H 0.3908; H 0.1916; N -0.4521; N -0.3100; N -0.4576; N -0.2154

---

The structure with the greatest stability is iv.

---

i.
This record from the Open Molecules 2025 dataset describes the molecule C3H6N4. The level of theory is ωB97M-V/def2-TZVPD.

SMILES   [H]/N=c1/ncn(C)[nH]1
Highest occupied orbital energy   -0.3180 Ha
LUMO energy   0.68 eV
Kohn-Sham gap   9.333 eV

Structure (ORCA input):
```
! RIJCOSX wB97M-V def2-TZVPD def2/J DEFGRID3
* xyz 0 1
C 1.6498 -0.1150 -0.9000
C -0.2145 -1.3765 0.1689
C -1.2865 0.3231 0.9479
H 2.0499 -1.1132 -1.1330
H 2.1994 0.3153 -0.0276
H 1.7221 0.5171 -1.8331
H 0.1477 -2.3775 -0.0206
H -2.2434 1.9393 1.3742
H -0.6423 1.5432 -0.6374
N 0.2477 -0.3245 -0.6010
N -1.1205 -1.0936 1.0364
N -2.2004 0.9206 1.5781
N -0.3091 0.8417 0.0474
*
```

How positive or negative is each atom? The natural (NBO) charges in e answer that: C -0.4149; C 0.2626; C 0.5017; H 0.2089; H 0.2074; H 0.2092; H 0.2018; H 0.3344; H 0.3923; N -0.2695; N -0.4609; N -0.6825; N -0.4905

---

ii.
This record from the Open Molecules 2025 dataset describes the molecule C3H6N4. The level of theory is ωB97M-V/def2-TZVPD.

Highest occupied orbital energy (alpha / beta)   -0.2990 / -0.2954 Ha
LUMO energy (alpha / beta)   -1.49 / -1.29 eV
Kohn-Sham gap (alpha / beta)   6.647 / 6.750 eV

Structure (ORCA input):
```
! RIJCOSX wB97M-V def2-TZVPD def2/J DEFGRID3
* xyz 0 1
C 0.0092 -0.7425 -1.0230
C 0.0843 1.6939 0.6386
C -0.2762 -2.0183 -1.6965
N 0.0919 1.9875 -0.5562
N 0.4158 0.4140 1.0339
N 0.3052 -0.6798 0.2611
N -0.1876 2.4435 1.7715
H -0.5155 -1.8642 -2.6869
H 0.5398 -2.7161 -1.5839
H -1.0306 -2.5552 -1.2121
H 0.7585 -1.5231 0.6910
H -0.1177 3.5512 1.7429
H -0.0770 2.0090 2.6196
*
```

How positive or negative is each atom? The natural (NBO) charges in e answer that: C 0.2762; C 0.3657; C -0.7412; N -0.2633; N -0.3516; N -0.3705; N -0.8188; H 0.2406; H 0.2278; H 0.2326; H 0.4046; H 0.4002; H 0.3978

---

iii.
This record from the Open Molecules 2025 dataset describes a structure of composition C3H6N4. The level of theory is ωB97M-V/def2-TZVPD.

Highest occupied orbital energy   -0.2934 Ha
LUMO energy   0.65 eV
Kohn-Sham gap   8.628 eV

Structure (ORCA input):
```
! RIJCOSX wB97M-V def2-TZVPD def2/J DEFGRID3
* xyz 0 1
C 1.9147 0.3513 0.6927
C -0.5666 -1.6241 -0.4128
C -0.6086 0.6815 0.0410
H 2.8124 0.4862 -0.2789
H 2.2190 -0.6474 1.6848
H 1.7728 1.1644 1.5011
H -0.8124 -2.5326 -0.8101
H -2.4417 -0.2000 -0.4060
H -0.2349 2.5212 0.4613
N 0.5877 0.0986 0.0461
N 0.7034 -1.2466 -0.1059
N -1.3883 -0.4835 -0.3463
N -1.0103 2.0252 -0.1765
*
```

How positive or negative is each atom? The natural (NBO) charges in e answer that: C -0.4346; C 0.1810; C 0.5264; H 0.2559; H 0.2261; H 0.2151; H 0.2109; H 0.4556; H 0.3251; N -0.2943; N -0.2601; N -0.6024; N -0.8047

---

The structure with the greatest stability is i.